Entry 1:
The following is a DFT calculation (the ωB97M-V functional and the def2-TZVPD basis) of 2 unconnected molecules or ions with the total composition C7H15IN3O4P2 at a distorted geometry.

Properties
LUMO energy	1.178	eV
net charge	-1
total energy	-1721.3012	a.u.

Last column: natural (NBO) charge in e.
Atoms and positions in Å:
C -1.834496 -2.658755 -0.131727  -0.3511
C -1.829637 -1.378792 -0.462870  -0.1271
N -0.940300 -0.785553 -1.381477  -0.4363
C 0.360348 -0.657863 -1.304094  0.5681
N 1.013155 0.104431 -2.309594  -1.0078
P 0.326273 1.597538 -2.882036  1.1318
O -0.230734 2.200021 -1.483708  -1.0070
I 2.365105 2.992407 -3.106278  -0.2061
N 1.057186 -1.286373 -0.272274  -0.9137
P 2.069062 -0.370324 0.830937  0.9705
C 3.448860 0.321842 -0.177345  -0.9710
C 1.006287 1.080086 1.232279  -0.7249
C 0.899938 1.208778 2.756823  -0.6019
H -1.317587 -3.422435 -0.709904  0.1569
H -2.420755 -2.929729 0.742853  0.3009
H -2.600153 -0.638739 -0.081160  0.3294
H -1.387801 -0.337220 -2.174905  0.4019
H 1.252486 -0.477323 -3.109853  0.3996
H -1.158706 1.978556 -1.308868  0.5272
H 1.589599 -2.059354 -0.660052  0.3955
H 3.208088 1.236666 -0.718276  0.2283
H 4.262885 0.533624 0.518659  0.2306
H 3.787563 -0.443230 -0.877393  0.2263
H 0.013527 0.941152 0.805146  0.2448
H 1.489852 1.957416 0.799129  0.2204
H 0.347282 0.357578 3.154426  0.2310
H 1.892883 1.159026 3.210838  0.1921
H 0.414863 2.139622 3.045419  0.2154
C -4.286434 -0.595628 1.542731  0.9366
O -5.063010 -0.041632 2.361983  -0.8128
O -3.745929 -1.750191 1.740864  -0.9050
O -3.989699 0.024395 0.409723  -0.8424

Forces on the atoms, in the same order (eV/Å):
C 0.21 -0.26 0.05
C 0.45 0.09 0.12
N -0.11 -0.59 -0.25
C -0.10 -0.15 -0.15
N -0.31 0.22 -0.05
P -0.12 -0.03 -0.01
O 0.12 -0.12 -0.05
I -0.01 0.01 0.03
N 0.27 0.54 -0.83
P 0.15 -0.67 0.50
C -0.25 0.31 -0.02
C 0.30 -0.12 0.16
C 0.17 -0.28 -0.14
H 0.35 0.15 0.08
H -0.39 0.13 -0.25
H -1.18 0.31 0.63
H -0.01 0.08 0.04
H 0.29 0.04 0.09
H -0.07 0.16 0.06
H -0.13 -0.27 0.40
H 0.00 -0.08 -0.11
H 0.03 -0.02 -0.03
H 0.06 0.03 0.00
H 0.02 0.12 -0.07
H -0.27 0.09 -0.09
H -0.16 0.13 0.05
H -0.01 0.19 0.03
H -0.07 -0.05 0.04
C 0.05 -0.59 0.55
O -0.02 0.14 -0.17
O -0.07 0.23 -0.08
O 0.81 0.25 -0.58

=====

Entry 2:
The following is a DFT calculation (the ωB97M-V functional and the def2-TZVPD basis) of C7H15N in the gas phase at a distorted geometry.

Properties
LUMO energy	1.017	eV
structure (SMILES)	C=C(CC)C[C@@H](C)N
relative energy (zero: lowest compared OMol25 entry of this formula, charge and spin)	0.9130	eV
total energy	-330.4344	a.u.

Last column: natural (NBO) charge in e.
Atoms and positions in Å:
C 1.601103 -1.257045 0.335011  -0.6261
C 0.406141 -1.502606 -0.561253  -0.0476
C -0.880759 -0.859184 -0.044662  -0.4339
C -0.954750 0.644852 -0.125114  0.0315
C -1.644221 1.200837 -1.089009  -0.4062
C -0.284170 1.449528 0.961656  -0.4433
C 0.370485 2.721624 0.449328  -0.6015
N 0.224383 -2.932508 -0.792912  -0.8359
H 2.384334 -2.002689 0.138896  0.2101
H 2.038788 -0.265475 0.322547  0.2173
H 1.423010 -1.525470 1.386167  0.2019
H 0.588487 -1.047462 -1.540451  0.1782
H -1.738051 -1.302082 -0.554463  0.2106
H -1.055222 -1.162084 1.000835  0.1989
H -1.694293 2.283828 -1.169995  0.1834
H -2.197006 0.779017 -1.914604  0.2022
H -1.001695 1.602903 1.775363  0.2166
H 0.482971 0.858787 1.458253  0.2093
H 1.040364 2.451585 -0.374939  0.2052
H -0.314340 3.399924 0.016799  0.2039
H 1.010865 3.260568 1.147273  0.2117
H 0.882358 -3.506634 -0.282246  0.3556
H -0.688784 -3.290211 -0.542487  0.3581

Forces on the atoms, in the same order (eV/Å):
C 0.75 -1.07 0.86
C -0.21 0.29 -0.19
C -0.48 -0.29 0.86
C 0.15 -1.14 0.36
C -0.49 1.90 -1.05
C 0.30 -0.07 0.40
C 1.05 -0.52 -0.25
N -0.08 -0.64 0.18
H 0.13 0.42 -0.65
H -0.06 0.14 -0.27
H -0.62 0.37 -0.04
H 0.18 0.10 0.03
H 0.07 0.14 -0.43
H 0.33 0.01 0.00
H 0.08 0.06 0.23
H 0.12 -0.89 0.21
H -0.13 0.35 -0.17
H 0.10 -0.26 -0.17
H -0.03 -0.09 0.02
H -0.88 0.84 -0.24
H -0.30 -0.13 0.38
H 0.13 0.16 -0.02
H -0.10 0.31 -0.05

=====

Entry 3:
The following is a DFT calculation (the ωB97M-V functional and the def2-TZVPD basis) of a molecular structure, C7H15N at a distorted geometry.

Properties
LUMO energy	0.901	eV
relative energy (zero: lowest compared OMol25 entry of this formula, charge and spin)	4.3390	eV
total energy	-330.3085	a.u.

Last column: natural (NBO) charge in e.
Atoms and positions in Å:
C 2.240792 -1.214497 0.388618  -0.6316
C 1.704054 0.245981 0.336798  -0.0403
C 0.239956 0.329859 -0.243210  -0.4419
C -0.629681 -0.624991 0.695916  -0.4444
C -2.200637 -0.592460 -1.186207  -0.5821
C -1.679089 0.092263 -0.103050  0.0909
C -2.445795 1.184579 0.685967  -0.6174
N 2.624743 0.907070 -0.618378  -0.8388
H 1.591250 -1.849953 -0.228074  0.2054
H 2.093009 -1.675097 1.386072  0.2116
H 3.284909 -1.348683 0.124910  0.2254
H 1.924210 0.703828 1.313952  0.1908
H 0.237762 -0.100699 -1.233983  0.2351
H 0.165669 1.380885 -0.561628  0.2544
H -0.833897 -1.674964 0.473811  0.2460
H -0.548543 -0.289258 1.720578  0.2106
H -2.518786 -0.108333 -2.112864  0.1930
H -2.461026 -1.643578 -1.146859  0.2000
H -3.108499 1.817183 0.105831  0.2215
H -2.993007 0.593543 1.412703  0.2250
H -1.727723 1.820577 1.219654  0.1944
H 2.275882 1.767876 -1.026986  0.3461
H 2.764452 0.278875 -1.403579  0.3463

Forces on the atoms, in the same order (eV/Å):
C -1.63 -0.60 0.99
C 1.67 -0.16 -1.56
C 4.73 -2.12 1.04
C -2.26 2.95 -1.79
C -0.31 1.36 0.21
C -4.68 -1.74 0.98
C 1.91 0.24 -0.97
N 0.30 0.05 -0.18
H 0.42 0.13 -0.33
H 0.21 0.42 -0.27
H 0.03 0.34 -0.10
H -0.86 0.08 -0.21
H 0.52 -0.66 -0.12
H -1.35 0.03 1.23
H 1.47 0.00 -0.01
H -0.04 -0.37 0.28
H -0.72 0.29 0.68
H 1.29 -0.39 -0.15
H -0.11 -0.13 -0.17
H -0.27 0.13 0.07
H -0.22 0.06 0.08
H -0.18 0.06 0.29
H 0.07 0.07 0.01

=====

Entry 4:
The following is a DFT calculation (the ωB97M-V functional and the def2-TZVPD basis) of a molecular structure, C7H15N at a distorted geometry.

Properties
LUMO energy	0.898	eV
relative energy (zero: lowest compared OMol25 entry of this formula, charge and spin)	4.1194	eV
total energy	-330.3165	a.u.

Last column: natural (NBO) charge in e.
Atoms and positions in Å:
C -1.013420 -0.455903 0.182976  -0.0966
C 1.455577 -1.298739 0.131833  -0.6777
C 1.628841 1.621362 -1.119616  -0.6460
C -1.547396 -1.467801 1.184188  -0.6543
C -1.915348 -0.398912 -1.057702  -0.6161
C 0.386164 -0.255795 0.058540  0.0382
C 0.590687 1.156712 -0.120314  -0.0331
N 0.595409 2.087543 1.027451  -0.8317
H -0.833916 1.076288 -0.035807  0.2402
H 1.467105 1.960409 1.540043  0.3377
H -0.163929 1.879739 1.667212  0.3593
H 2.408550 -0.907452 0.496315  0.2117
H 1.627534 -1.744851 -0.855626  0.2272
H 1.157154 -2.119560 0.788044  0.2294
H 1.378970 2.622027 -1.474466  0.2318
H 1.701241 0.946315 -1.973004  0.2067
H 2.623416 1.687246 -0.659403  0.2047
H -1.643775 -2.466686 0.741871  0.2105
H -1.972725 -1.397061 -1.509589  0.2004
H -2.932831 -0.102587 -0.790635  0.2050
H -2.545977 -1.175502 1.518052  0.2208
H -0.909854 -1.544782 2.065798  0.2105
H -1.541477 0.297990 -1.806162  0.2215

Forces on the atoms, in the same order (eV/Å):
C 0.57 -1.13 0.14
C -0.02 -0.09 0.16
C -0.11 0.10 -0.01
C 0.10 -0.13 -0.12
C -0.07 0.50 0.24
C -0.55 -0.15 0.43
C -1.38 0.26 -0.23
N 0.24 -0.22 0.04
H 1.27 0.80 -0.70
H -0.06 0.02 0.05
H 0.06 -0.02 -0.03
H -0.03 0.02 -0.05
H 0.02 0.05 0.04
H -0.04 0.01 -0.02
H 0.03 -0.03 -0.01
H -0.04 0.02 0.00
H -0.06 -0.01 0.06
H -0.04 0.01 0.00
H 0.07 0.02 0.11
H 0.00 -0.03 -0.04
H 0.03 0.02 -0.04
H -0.01 0.01 -0.03
H 0.02 -0.03 -0.01

=====

Entry 5:
The following is a DFT calculation (the ωB97M-V functional and the def2-TZVPD basis) of 2 unconnected molecules or ions with the total composition C7H15N at a distorted geometry.

Properties
LUMO energy	1.039	eV
structure (SMILES)	C/C=C/C.C=NCC
relative energy (zero: lowest compared OMol25 entry of this formula, charge and spin)	1.8571	eV
total energy	-330.3997	a.u.

Last column: natural (NBO) charge in e.
Atoms and positions in Å:
C -1.725063 -0.961941 -1.103905  -0.1829
C -2.723840 -0.600360 -0.258356  -0.1921
C -3.524939 -1.509395 0.617349  -0.6459
C -0.960151 -0.112929 -2.059894  -0.6476
H -1.500132 -2.052371 -1.113079  0.1792
H -2.845282 0.519549 -0.137473  0.1839
H -3.372813 -1.227146 1.679310  0.2146
H -4.630877 -1.385726 0.569158  0.2203
H -3.214345 -2.538463 0.425457  0.2138
H -1.257987 0.927598 -1.914069  0.2106
H -1.117852 -0.452997 -3.077130  0.2213
H 0.151669 -0.217323 -1.872691  0.2239
C 2.765177 2.365526 0.878743  -0.6077
C 1.901013 1.128781 0.788807  -0.2566
C 2.569622 -1.057978 0.428405  -0.0692
N 2.557464 0.145132 -0.025807  -0.3845
H 2.288360 3.127441 1.495635  0.2085
H 3.779217 2.161379 1.345271  0.2075
H 2.966755 2.796263 -0.106139  0.2137
H 0.902514 1.296387 0.338705  0.2066
H 1.784233 0.766164 1.805852  0.1632
H 2.183782 -1.289874 1.462007  0.1419
H 3.023475 -1.827717 -0.166154  0.1774

Forces on the atoms, in the same order (eV/Å):
C -1.44 -1.36 1.14
C 1.36 1.66 -0.94
C -0.26 0.52 0.79
C 1.18 0.01 1.01
H -0.12 0.67 -0.23
H -0.32 -1.28 -0.20
H 0.39 -0.42 -0.37
H 0.68 -0.19 -0.70
H -0.31 -0.01 0.27
H 0.15 0.01 -0.36
H -0.18 0.15 -0.23
H -1.09 0.24 -0.15
C 1.03 0.57 0.16
C 0.17 0.22 0.16
C -0.14 2.03 0.50
N -0.14 -2.35 0.10
H -0.04 0.04 -0.02
H -1.22 -0.05 -0.49
H -0.10 -0.07 0.07
H 0.49 0.26 0.26
H -0.45 -0.27 0.34
H 0.22 0.00 -0.97
H 0.13 -0.39 -0.14

=====

Entry 6:
The following is a DFT calculation (the ωB97M-V functional and the def2-TZVPD basis) of a gas-phase ion, C7H15N2 (charge +1) at a distorted geometry.

Properties
LUMO energy	-3.101	eV
net charge	+1
structure (SMILES)	CC1=C(C)[N@@H+](C)CN1C
relative energy (zero: lowest compared OMol25 entry of this formula, charge and spin)	2.9715	eV
total energy	-384.8876	a.u.

Last column: natural (NBO) charge in e.
Atoms and positions in Å:
C -0.671246 0.729770 -0.143823  0.2844
C 0.833242 0.575393 -0.139452  -0.0115
C -0.349142 -1.536754 -0.427607  -0.0242
C -1.242836 2.074703 0.083859  -0.6788
C 2.016581 1.530327 -0.429936  -0.6621
C -2.640758 -0.779684 -0.307361  -0.4358
C 1.936833 -1.454603 0.717983  -0.4210
N -1.226082 -0.467830 0.059520  -0.4108
N 1.048227 -0.925965 -0.325467  -0.3542
H -0.651823 -2.417065 0.025553  0.2338
H -0.477117 -1.746952 -1.502432  0.2012
H -1.487439 2.010672 1.213586  0.2590
H -2.137885 2.535796 -0.443314  0.2684
H -0.382633 2.727772 -0.057775  0.2421
H 2.700551 1.854421 0.462794  0.2392
H 1.644941 2.487648 -0.755443  0.2546
H 2.702711 0.974011 -1.092883  0.2154
H -3.074890 -0.262126 -1.243776  0.2237
H -2.809593 -1.837758 -0.310052  0.2226
H -3.174048 -0.390442 0.550253  0.2296
H 2.197460 -2.491188 0.453539  0.2231
H 2.893246 -0.879535 0.657265  0.2393
H 1.473462 -1.565141 1.677907  0.2434
H 1.575502 -0.972949 -1.125095  0.4186

Forces on the atoms, in the same order (eV/Å):
C 6.78 0.60 0.25
C -4.87 0.94 -0.87
C 0.44 2.89 -2.10
C -0.92 0.45 1.70
C 0.43 -1.18 2.21
C -0.42 2.25 0.19
C 1.66 -1.39 -0.44
N -1.56 -2.33 -1.81
N -1.62 1.04 3.58
H 0.75 -1.87 1.66
H -0.15 0.45 0.05
H 0.21 0.66 -1.62
H 1.07 -1.30 0.34
H -0.39 0.37 0.23
H -1.42 -1.03 -1.06
H -0.03 0.04 -0.87
H -0.25 0.85 -0.33
H 1.13 -0.94 1.21
H 0.10 -0.53 -0.24
H -0.70 0.01 -0.06
H -0.01 0.25 -0.17
H -0.97 -0.30 0.60
H -0.26 0.82 0.50
H 1.01 -0.75 -2.95

=====

| no. | E_HOMO (eV) |
| --- | --- |
| 1 | -1.970 |
| 2 | -9.088 |
| 3 | -7.454 |
| 4 | -7.682 |
| 5 | -8.962 |
| 6 | -11.684 |